This record from the OMol25 dataset describes a cluster of 15 separate species, C60H90O30 in total. The level of theory is wB97M-V/def2-TZVPD.

Each atom is followed by the atoms it is bonded to, with distances in Å.
Geometry (Å):
1 O 2.1148 6.0642 -1.0516  C80 1.202
2 O 1.7651 2.2620 6.2515  C73 1.195
3 O 0.4605 -0.5914 -6.2657  C76 1.426, C78 1.337
4 O 0.2759 -0.1050 2.2469  C71 1.204
5 O -2.3924 3.9371 -1.7626  C82 1.188
6 O 4.1612 -3.6764 -2.5563  C51 1.337, C58 1.451
7 O -2.0589 -2.3671 5.8443  C43 1.345, C55 1.440
8 O -2.6289 5.9066 -0.7318  C65 1.439, C82 1.407
9 O -3.4636 -5.4483 -4.6107  C49 1.190
10 O 1.9625 -3.4445 -2.5629  C51 1.208
11 O -1.3892 1.4085 5.7456  C32 1.445, C69 1.350
12 O 4.7827 0.5010 -3.3832  C81 1.194
13 O 0.2778 -0.3068 -4.0630  C78 1.206
14 O 3.7555 1.0904 -1.5094  C81 1.369, C83 1.421
15 O 0.5762 4.7785 -1.9623  C39 1.430, C80 1.344
16 O 2.4900 -6.1215 1.8594  C50 1.198
17 O 0.1059 -1.1395 0.3073  C71 1.333, C85 1.436
18 O -2.2533 -3.8332 -3.6758  C49 1.360, C60 1.435
19 O 3.0397 -4.7962 3.5643  C50 1.353, C74 1.433
20 O -5.3393 -2.1477 -4.7513  C36 1.196
21 O 1.6746 3.3100 2.3055  C86 1.202
22 O -4.0991 -0.6382 -3.6736  C36 1.356, C44 1.431
23 O -6.3718 -2.8829 2.0222  C59 1.204
24 O -6.6408 -2.3184 -0.0963  C59 1.338, C77 1.430
25 O 3.9114 2.1423 5.6761  C73 1.345, C87 1.434
26 O -3.1470 0.7937 1.2397  C42 1.196
27 O -5.3598 0.9537 0.9339  C34 1.429, C42 1.367
28 O 3.8795 3.7171 2.3409  C75 1.455, C86 1.339
29 O -4.1273 -3.2210 5.8742  C43 1.195
30 O -1.4241 2.1619 7.8087  C69 1.198
31 C 4.6307 -0.4121 0.0609  C57 1.532, C83 1.530, H144 1.090, H154 1.090
32 C -1.1897 1.8650 4.3889  O11 1.445, C54 1.508, H95 1.089, H137 1.090
33 C -4.4044 -2.6929 0.5826  C59 1.518, C68 1.566, H169 1.087, H171 1.086
34 C -6.5358 0.6699 1.6943  O27 1.429, C88 1.536, H96 1.092, H117 1.089
35 C -1.7440 -2.1060 3.4867  C55 1.547, C89 1.502, H128 1.086, H147 1.090
36 C -4.5664 -1.2363 -4.7972  O20 1.196, O22 1.356, C56 1.488
37 C 3.7664 0.7852 3.7515  C63 1.525, C87 1.534, H143 1.090, H159 1.091
38 C -3.0143 0.3878 -5.4591  C44 1.551, C56 1.505, H157 1.095, H179 1.091
39 C 0.4596 3.6790 -2.8691  O15 1.430, C47 1.506, H94 1.092, H102 1.087
40 C 2.4853 5.6207 2.2964  C66 1.507, C86 1.539, H93 1.087, H133 1.092
41 C -0.6414 0.5381 -1.0961  C67 1.527, C85 1.512, H119 1.094, H175 1.087
42 C -4.2473 0.7803 1.7088  O26 1.196, O27 1.367, C79 1.521
43 C -3.1732 -2.8434 5.2618  O7 1.345, O29 1.195, C89 1.519
44 C -3.1521 0.4070 -3.9144  O22 1.431, C38 1.551, H114 1.089, H145 1.090
45 C 2.4170 -0.9297 -5.0172  C61 1.545, C78 1.504, H160 1.086, H165 1.089
46 C -1.6403 4.1387 0.5416  C62 1.518, C82 1.493, H131 1.089, H138 1.090
47 C 1.7380 2.9077 -2.6721  C39 1.506, C90 1.525, H152 1.090, H161 1.091
48 C 2.9614 -5.6701 -2.2578  C51 1.514, C53 1.507, H121 1.087, H162 1.093
49 C -2.4324 -4.8561 -4.5543  O9 1.190, O18 1.360, C84 1.519
50 C 2.4261 -5.0467 2.3843  O16 1.198, O19 1.353, C70 1.561
51 C 2.9222 -4.1744 -2.4871  O6 1.337, O10 1.208, C48 1.514
52 C -1.1927 3.7663 5.9445  C54 1.534, C69 1.525, H150 1.086, H167 1.088
53 C 4.3727 -5.9919 -2.6767  C48 1.507, C58 1.534, H109 1.090, H110 1.093
54 C -1.3320 3.3642 4.4707  C32 1.508, C52 1.534, H111 1.091, H174 1.091
55 C -1.0889 -1.9241 4.8764  O7 1.440, C35 1.547, H151 1.091, H158 1.089
56 C -3.8810 -0.7125 -6.0094  C36 1.488, C38 1.505, H108 1.092, H132 1.085
57 C 5.3665 -0.6094 -1.2681  C31 1.532, C81 1.509, H112 1.091, H141 1.087
58 C 5.1348 -4.7181 -2.2885  O6 1.451, C53 1.534, H104 1.086, H134 1.089
59 C -5.8764 -2.6510 0.9497  O23 1.204, O24 1.338, C33 1.518
60 C -1.0433 -3.0970 -3.9055  O18 1.435, C64 1.519, H127 1.087, H166 1.089
61 C 2.6288 -1.5882 -6.3991  C45 1.545, C76 1.534, H148 1.089, H153 1.089
62 C -1.6562 5.4203 1.3554  C46 1.518, C65 1.526, H103 1.088, H135 1.088
63 C 2.3784 0.9274 4.3670  C37 1.525, C73 1.489, H124 1.090, H126 1.086
64 C -0.6103 -3.5455 -5.2905  C60 1.519, C84 1.529, H123 1.090, H173 1.092
65 C -2.5654 6.3990 0.6185  O8 1.439, C62 1.526, H101 1.089, H140 1.091
66 C 3.8398 5.9712 1.7369  C40 1.507, C75 1.517, H142 1.096, H177 1.091
67 C -0.1592 1.1799 0.2034  C41 1.527, C71 1.511, H107 1.091, H168 1.091
68 C -4.4237 -2.1096 -0.8706  C33 1.566, C77 1.530, H139 1.089, H163 1.091
69 C -1.3498 2.4187 6.6404  O11 1.350, O30 1.198, C52 1.525
70 C 1.6648 -3.7804 1.8815  C50 1.561, C72 1.505, H105 1.089, H180 1.087
71 C 0.0695 -0.0418 1.0627  O4 1.204, O17 1.333, C67 1.511
72 C 2.2311 -2.7732 2.8463  C70 1.505, C74 1.493, H97 1.095, H170 1.094
73 C 2.6133 1.8190 5.5360  O2 1.195, O25 1.345, C63 1.489
74 C 2.5258 -3.5613 4.0798  O19 1.433, C72 1.493, H125 1.092, H146 1.091
75 C 4.7546 4.8759 2.2507  O28 1.455, C66 1.517, H98 1.088, H116 1.089
76 C 1.4496 -1.0199 -7.1986  O3 1.426, C61 1.534, H120 1.092, H129 1.090
77 C -5.8877 -2.1994 -1.3057  O24 1.430, C68 1.530, H106 1.090, H136 1.089
78 C 0.9584 -0.5646 -5.0246  O3 1.337, O13 1.206, C45 1.504
79 C -4.6473 0.5790 3.1629  C42 1.521, C88 1.538, H118 1.086, H176 1.091
80 C 1.8473 5.0320 -1.6060  O1 1.202, O15 1.344, C90 1.538
81 C 4.6763 0.3531 -2.2035  O12 1.194, O14 1.369, C57 1.509
82 C -2.2635 4.5477 -0.7521  O5 1.188, O8 1.407, C46 1.493
83 C 3.5011 0.5846 -0.2063  O14 1.421, C31 1.530, H130 1.090, H156 1.092
84 C -1.2449 -4.9206 -5.4992  C49 1.519, C64 1.529, H113 1.086, H172 1.089
85 C -0.1941 -0.9064 -1.0775  O17 1.436, C41 1.512, H100 1.092, H155 1.090
86 C 2.5926 4.0857 2.2942  O21 1.202, O28 1.339, C40 1.539
87 C 4.7160 1.6394 4.6004  O25 1.434, C37 1.534, H92 1.088, H149 1.091
88 C -6.0699 0.0174 3.0049  C34 1.536, C79 1.538, H91 1.088, H99 1.090
89 C -2.9636 -2.9394 3.7602  C35 1.502, C43 1.519, H115 1.088, H164 1.091
90 C 2.7548 3.9417 -2.1991  C47 1.525, C80 1.538, H122 1.088, H178 1.091
91 H -6.7432 0.2720 3.8206  C88 1.088
92 H 5.1832 2.4136 3.9962  C87 1.088
93 H 1.6437 5.9214 1.6778  C40 1.087
94 H 0.4029 4.0622 -3.8904  C39 1.092
95 H -1.9461 1.4372 3.7331  C32 1.089
96 H -7.1669 1.5269 1.9372  C34 1.092
97 H 3.1532 -2.3238 2.4642  C72 1.095
98 H 5.5653 4.6868 1.5500  C75 1.088
99 H -6.1250 -1.0583 2.8411  C88 1.090
100 H -1.0294 -1.5223 -1.4180  C85 1.092
101 H -2.0782 7.3725 0.5803  C65 1.089
102 H -0.4155 3.0809 -2.6279  C39 1.087
103 H -2.0845 5.1637 2.3219  C62 1.088
104 H 6.0074 -4.5409 -2.9098  C58 1.086
105 H 1.9933 -3.4996 0.8821  C70 1.089
106 H -5.9592 -2.9944 -2.0474  C77 1.090
107 H 0.6560 1.9003 0.1253  C67 1.091
108 H -3.2273 -1.5210 -6.3423  C56 1.092
109 H 4.3999 -6.3175 -3.7166  C53 1.090
110 H 4.7979 -6.8431 -2.1391  C53 1.093
111 H -2.2972 3.6532 4.0515  C54 1.091
112 H 6.4046 -0.3258 -1.0874  C57 1.091
113 H -1.6025 -5.0306 -6.5188  C84 1.086
114 H -2.1982 0.1640 -3.4477  C44 1.089
115 H -3.8970 -2.6456 3.2852  C89 1.088
116 H 5.1720 5.1029 3.2302  C75 1.089
117 H -7.1487 -0.0388 1.1387  C34 1.089
118 H -4.0479 -0.1328 3.7231  C79 1.086
119 H -0.1439 0.9673 -1.9706  C41 1.094
120 H 1.7459 -0.1813 -7.8329  C76 1.092
121 H 2.1952 -6.1482 -2.8634  C48 1.087
122 H 3.4659 3.5542 -1.4731  C90 1.088
123 H -0.9711 -2.8212 -6.0207  C64 1.090
124 H 2.0188 -0.0258 4.7553  C63 1.090
125 H 1.6606 -3.7561 4.7177  C74 1.092
126 H 1.6415 1.3486 3.6890  C63 1.086
127 H -1.3025 -2.0418 -3.9316  C60 1.087
128 H -1.0609 -2.6102 2.8099  C35 1.086
129 H 1.0883 -1.7716 -7.9008  C76 1.090
130 H 3.5463 1.3670 0.5516  C83 1.090
131 H -0.6303 3.7589 0.3949  C46 1.089
132 H -4.5545 -0.3320 -6.7696  C56 1.085
133 H 2.2822 5.9015 3.3318  C40 1.092
134 H 5.3437 -4.7265 -1.2193  C58 1.089
135 H -0.6624 5.8622 1.3816  C62 1.088
136 H -6.2743 -1.2568 -1.6911  C77 1.089
137 H -0.2326 1.5001 4.0157  C32 1.090
138 H -2.1880 3.3618 1.0754  C46 1.090
139 H -3.7198 -2.6644 -1.4888  C68 1.089
140 H -3.5834 6.4832 1.0010  C65 1.091
141 H 5.4598 -1.6424 -1.5937  C57 1.087
142 H 4.1678 6.9628 2.0680  C66 1.096
143 H 3.8221 1.1422 2.7230  C37 1.090
144 H 5.3582 0.0232 0.7456  C31 1.090
145 H -3.4170 1.4069 -3.5720  C44 1.090
146 H 3.2458 -3.0324 4.7058  C74 1.091
147 H -2.0002 -1.0963 3.1665  C35 1.090
148 H 3.6298 -1.3479 -6.7527  C61 1.089
149 H 5.5021 1.0545 5.0797  C87 1.091
150 H -1.9286 4.4868 6.2898  C52 1.086
151 H -0.1903 -2.5303 4.9968  C55 1.091
152 H 2.1484 2.4183 -3.5553  C47 1.090
153 H 2.5516 -2.6743 -6.3697  C61 1.089
154 H 4.2543 -1.3276 0.5165  C31 1.090
155 H 0.6949 -1.2303 -1.6186  C85 1.090
156 H 2.5055 0.1369 -0.2323  C83 1.092
157 H -3.3122 1.3422 -5.9056  C38 1.095
158 H -0.8040 -0.8946 5.0866  C55 1.089
159 H 4.0996 -0.2537 3.7301  C37 1.091
160 H 2.9952 -0.0308 -4.8230  C45 1.086
161 H 1.5510 2.1351 -1.9245  C47 1.091
162 H 2.7304 -5.8108 -1.1986  C48 1.093
163 H -4.0248 -1.0956 -0.8123  C68 1.091
164 H -2.7651 -3.9862 3.5238  C89 1.091
165 H 2.5680 -1.7723 -4.3440  C45 1.089
166 H -0.3484 -3.3372 -3.1025  C60 1.089
167 H -0.1877 4.1616 6.0751  C52 1.088
168 H -0.9398 1.7881 0.6617  C67 1.091
169 H -4.0502 -3.7199 0.5507  C33 1.087
170 H 1.6412 -1.8777 3.0645  C72 1.094
171 H -3.8726 -1.9880 1.2147  C33 1.086
172 H -0.5990 -5.7376 -5.1796  C84 1.089
173 H 0.4747 -3.6269 -5.3849  C64 1.092
174 H -0.5300 3.8640 3.9249  C54 1.091
175 H -1.7200 0.5953 -1.2216  C41 1.087
176 H -4.6786 1.5631 3.6321  C79 1.091
177 H 3.7403 6.1907 0.6732  C66 1.091
178 H 3.3077 4.4470 -2.9924  C90 1.091
179 H -1.9688 0.3792 -5.7716  C38 1.091
180 H 0.5828 -3.8865 1.8914  C70 1.087

- energy above the lowest of the compared OMol25 structures with the same formula, charge and spin (eV) = 0.9080
- LUMO (Eh) = -0.0056
- HOMO (eV) = -9.6136
- Kohn-Sham gap (Eh) = 0.3477